17
Properties=species:S:1:pos:R:3:forces:R:3:mulliken_charge:R:1 method="wB97M-V/def2-TZVPD" mol_weight_g_mol=85.15 homo_ev=-8.53 gap_ev=9.708 lumo_ev=1.18
C -0.27649 1.97453 1.32998 -0.358 -1.570 -0.297 -0.80
N -1.06458 0.93335 0.64052 -0.404 0.847 -0.074 -0.34
C -0.68220 -0.43238 0.89136 0.405 -0.171 1.255 -0.79
C 0.52429 -0.93465 0.08948 -0.753 0.539 -0.439 -0.37
C 0.14979 -1.36928 -1.30406 -0.201 1.147 -0.294 -0.21
C 0.91860 -1.07078 -2.35578 -0.240 0.039 0.849 -0.66
H -0.60083 2.01362 2.37072 -0.019 0.295 -0.006 0.25
H 0.78066 1.68166 1.33186 0.174 0.564 -0.061 0.27
H -0.47445 2.90110 0.80475 0.293 0.288 0.237 0.33
H -1.14857 1.17682 -0.33764 0.042 -0.373 -0.026 0.25
H -0.41070 -0.48030 1.95424 0.058 0.152 -0.019 0.31
H -1.55915 -1.08689 0.87557 0.079 -0.108 -0.612 0.38
H 1.21324 -0.08414 0.03268 0.250 -0.228 -0.020 0.22
H 1.05060 -1.75462 0.58082 -0.126 -0.044 0.129 0.32
H -0.89192 -1.65288 -1.43705 0.290 -1.312 0.022 0.32
H 1.60547 -0.25798 -2.14916 0.939 -0.584 -0.388 0.22
H 0.86624 -1.55719 -3.31827 -0.427 0.518 -0.255 0.29